[1]
Formula: C36H33N4OsSi
Source: the Open Molecules 2025 dataset
Level of theory: ωB97M-V with the def2-TZVPD basis set

Structure (XYZ):
```
75
Properties=species:S:1:pos:R:3:forces:R:3:lowdin_charge:R:1
H -1.628 -1.582 -2.261 0.0124 -0.0276 -0.0378 0.070
C -3.099 -0.841 -0.062 -0.0742 -0.2110 0.0817 -0.085
C 4.421 0.009 0.946 0.0167 0.1253 -0.0313 0.011
C -1.238 2.260 -0.688 -0.2225 0.0268 -0.1358 -0.106
H -1.186 -1.996 2.643 -0.1612 -0.1294 -0.0455 0.055
H 0.814 -4.061 2.493 0.0093 0.0196 -0.0212 0.105
C -0.010 1.708 2.635 0.0061 -0.0129 0.1442 -0.238
N -0.027 1.939 0.100 -0.0908 -0.1805 -0.3178 -0.265
H -1.798 -4.898 -0.480 -0.0038 -0.0088 0.0059 0.112
H -2.928 -3.090 3.991 -0.0276 -0.0097 -0.0103 0.119
C 2.793 -3.573 -0.248 0.4091 -0.0562 0.0063 -0.117
C -2.377 1.343 -0.341 -0.1075 0.2369 0.0267 -0.240
C -0.178 2.247 3.902 0.0184 0.0391 -0.0630 0.022
C 3.628 2.048 -0.007 -0.0693 -0.0651 -0.0113 0.035
Si 0.077 -2.681 -0.055 -0.2037 -2.8215 -0.5751 0.642
H -2.134 -2.358 -4.534 0.0219 -0.0275 -0.0485 0.119
H -4.114 -5.073 3.109 0.0330 -0.0174 0.0197 0.125
H 0.855 3.261 1.498 -0.0096 0.0115 -0.0993 0.151
H 5.204 -0.611 1.359 -0.0300 -0.0041 0.0422 0.134
H 4.732 -5.561 1.678 -0.0085 -0.0075 0.0066 0.131
H -0.188 1.825 6.004 0.0141 0.0019 0.0030 0.137
H 5.676 1.717 0.564 0.0016 -0.0085 -0.0061 0.141
C 0.188 -4.691 -3.687 0.0215 0.0407 0.0194 -0.032
C -1.359 -3.383 0.994 0.5334 0.7251 -0.1626 -0.329
C 3.873 -4.978 1.373 0.0956 -0.0078 0.0188 0.001
C 1.662 -3.486 0.585 -0.7258 0.7349 -0.4024 -0.293
H 1.411 3.302 -0.711 -0.0387 0.0044 0.0299 0.154
C -3.677 1.803 -0.346 0.0733 -0.0223 -0.0185 0.030
H -1.529 3.305 -0.577 0.0362 0.0019 0.0460 0.149
C 1.679 -4.110 1.842 0.2463 -0.1461 0.3172 -0.065
H 1.065 1.889 -1.704 -0.1020 0.0134 0.0260 0.143
C -0.179 -3.145 -1.870 0.2683 0.4728 0.8109 -0.291
C -1.692 -2.873 2.253 -0.0736 -0.1091 0.0166 -0.138
C 4.680 1.297 0.503 -0.0350 -0.0734 0.0200 0.027
C 1.208 2.229 -0.674 0.2565 -0.0176 -0.1203 -0.106
H 4.726 -4.441 -0.532 0.0165 -0.0259 0.0450 0.127
C 2.777 -4.858 2.227 -0.2676 0.0591 0.0865 -0.023
C -1.114 -2.452 -2.657 0.0627 -0.1499 -0.0265 -0.110
N -2.075 0.030 -0.151 0.5674 0.0182 0.0653 -0.059
H -0.397 3.301 4.019 0.0170 -0.0030 0.0072 0.140
C -0.745 -4.000 -4.454 0.0077 -0.0141 -0.0303 -0.018
C 0.379 -0.392 3.535 0.1007 -0.0118 0.1506 -0.119
H -0.893 3.278 1.502 -0.0199 -0.0126 -0.1005 0.146
H -0.960 -4.330 -5.462 -0.0276 -0.0131 0.0226 0.126
C -1.401 -2.885 -3.937 -0.0087 0.0431 -0.0233 -0.047
C 0.253 0.080 4.824 0.0236 0.0074 -0.0445 0.002
C 3.136 -0.488 0.857 0.1292 -0.1893 0.1009 -0.086
H -2.850 -1.885 0.033 0.0745 -0.0095 0.0704 0.091
Os 0.035 -0.272 0.224 0.1675 1.5170 1.2101 1.514
C -4.421 -0.447 -0.091 -0.0384 0.1280 -0.0298 0.016
H 0.614 -1.431 3.332 0.0171 0.0612 0.0431 0.105
H -3.869 2.859 -0.484 0.0053 -0.0037 -0.0011 0.140
H -1.017 2.102 -1.746 0.0877 0.0084 0.0237 0.147
H 2.911 -1.475 1.228 -0.0945 -0.0342 -0.0478 0.093
C 0.487 -4.260 -2.406 -0.1702 0.0398 -0.1621 -0.080
C -0.054 1.423 5.009 -0.0033 -0.0213 -0.0366 0.014
H 2.816 -3.064 -1.207 -0.0466 0.0170 0.0350 0.120
H 1.199 -4.819 -1.815 -0.0188 -0.0195 0.0219 0.102
C -0.027 2.620 1.426 0.0151 -0.0461 0.3861 -0.062
C -2.677 -3.482 3.014 0.0272 0.0817 0.0520 -0.048
H 0.682 -5.570 -4.081 -0.0316 0.0140 -0.0605 0.125
N 0.233 0.404 2.465 -0.3464 -0.0262 -0.6678 -0.015
C -3.009 -5.115 1.274 0.0613 -0.0020 -0.1045 -0.032
H 3.783 3.064 -0.345 -0.0087 0.0007 0.0003 0.141
C 3.879 -4.340 0.133 -0.1037 0.1286 -0.2531 -0.030
H -5.749 1.248 -0.199 -0.0063 -0.0191 -0.0113 0.141
H 2.776 -5.363 3.184 0.0232 -0.0372 -0.0268 0.127
C 2.373 1.482 -0.091 0.0692 0.2620 0.0146 -0.249
N 2.125 0.215 0.323 -0.2654 -0.0643 -0.2577 -0.064
C -4.724 0.902 -0.204 0.0755 -0.0980 0.0030 0.030
C -3.337 -4.602 2.521 -0.0626 -0.0282 0.0290 -0.033
H -5.198 -1.194 -0.020 0.0214 -0.0205 0.0128 0.136
C -2.034 -4.499 0.499 -0.0969 -0.0337 -0.0589 -0.069
H -3.507 -5.998 0.894 -0.0399 0.0125 0.0331 0.125
H 0.386 -0.588 5.663 -0.0029 -0.0053 -0.0048 0.132
```
Forces are in eV/Å.

## Properties
HOMO level (spin up / spin down): -16.59 / -16.25 eV
HOMO-LUMO gap (spin up / spin down): 8.2 / 4.3 eV
E_tot: -1989.845056 Eh
<S²>: 6.034
2S+1: 5
Net charge: +3
Energy above the lowest of the compared OMol25 structures with the same formula, charge and spin: 0.0 kcal per mole


[2]
Formula: C2H6N2O
Source: the Open Molecules 2025 dataset
Level of theory: ωB97M-V with the def2-TZVPD basis set

Structure (XYZ):
```
11
Properties=species:S:1:pos:R:3:forces:R:3:lowdin_charge:R:1
H -2.545 -0.433 -0.410 4.4147 3.4850 -0.0984 0.238
N 0.703 1.350 0.136 -3.5955 1.1319 -0.1876 0.069
H 1.362 1.987 -0.371 -1.0824 -1.2188 0.6661 0.118
H -0.847 -0.473 1.287 -0.9055 -0.2488 4.4807 0.066
H -0.417 1.506 0.071 3.7929 0.9154 -0.0604 0.133
N 1.919 -0.521 -0.315 -0.8582 0.7336 0.5511 0.115
H -0.564 -1.558 -0.101 -0.4838 -1.9833 -0.1423 0.093
C 0.805 -0.012 0.047 0.3004 2.0403 -0.5382 -0.503
H 1.765 -1.480 -0.265 0.3451 -2.5216 -0.2330 -0.002
O -1.573 0.252 -0.419 -3.8373 -4.6935 0.5619 -0.199
C -0.608 -0.618 0.340 1.9095 2.3599 -5.0001 -0.128
```
Forces are in eV/Å.

## Properties
HOMO level: -9.06 eV
HOMO-LUMO gap: 9.3 eV
E_tot: -264.474101 Eh
Net charge: 0
Energy above the lowest of the compared OMol25 structures with the same formula, charge and spin: 71.0 kcal per mole
Structure (SMILES): [H]/N=C(/N)CO


[3]
Formula: C5H14
Source: the Open Molecules 2025 dataset
Level of theory: ωB97M-V with the def2-TZVPD basis set

Structure (XYZ):
```
19
Properties=species:S:1:pos:R:3:forces:R:3:lowdin_charge:R:1
H -2.090 -1.440 -2.799 -0.1434 0.1022 -0.0532 0.065
H 1.030 -0.446 1.984 -0.0553 0.1659 -0.4048 0.051
C 2.877 0.734 1.600 -0.5668 -0.0255 -0.0051 -0.162
H -2.697 0.962 -0.716 -0.0872 0.0017 -0.5948 0.065
H 1.737 0.217 3.392 0.1462 0.0319 -0.1646 0.058
H -0.367 0.400 -1.112 0.6442 -0.4276 0.5197 0.093
H -0.361 -1.213 -3.077 -0.1221 -0.1197 0.0425 0.064
C -1.256 -0.762 -2.633 1.1359 -0.1097 0.0850 -0.136
H 3.760 0.562 2.212 -0.0516 -0.2440 0.0645 0.057
H 0.881 1.291 2.391 -0.1328 0.0207 -0.4777 0.056
H -1.370 0.177 -3.176 -0.4672 -0.0314 -0.0071 0.070
H -3.110 -0.810 -0.758 -0.2649 0.3312 -0.3278 0.064
H 2.925 1.782 1.312 -0.0019 -0.0510 -0.2847 0.057
H -2.346 -0.095 0.589 0.3498 0.0525 -0.1531 0.062
H 2.914 0.089 0.725 0.3589 0.2476 -0.1860 0.057
H -0.702 -1.365 -0.611 0.6467 0.1135 0.0221 0.093
C -1.015 -0.473 -1.142 -1.9830 0.8025 -0.6704 -0.305
C -2.366 -0.051 -0.512 0.3088 -0.7125 1.1523 -0.135
C 1.556 0.441 2.330 0.2856 -0.1482 1.4431 -0.174
```
Forces are in eV/Å.

## Properties
HOMO level: -11.48 eV
HOMO-LUMO gap: 12.6 eV
E_tot: -198.873736 Eh
Net charge: 0
Energy above the lowest of the compared OMol25 structures with the same formula, charge and spin: 9.7 kcal per mole
Structure (SMILES): CCC.CC


[4]
Formula: C10H38N12O9
Source: the Open Molecules 2025 dataset
Level of theory: ωB97M-V with the def2-TZVPD basis set

Structure (XYZ):
```
69
Properties=species:S:1:pos:R:3:forces:R:3:lowdin_charge:R:1
H 1.486 -6.312 2.050 0.6123 0.1639 -0.3563 0.075
H 1.183 -0.349 4.541 -0.2312 -0.1244 -0.0266 0.114
H -4.173 -3.609 -3.097 0.0288 0.5737 -0.2621 0.116
H 1.249 5.044 0.173 0.0786 0.1456 -0.3649 0.068
H 5.774 -2.458 1.040 -0.2540 0.3036 0.3292 0.103
O 3.063 -1.612 2.548 0.2782 0.0247 0.5907 -0.002
H -0.627 0.953 -0.056 0.5281 -0.1825 0.3216 0.082
N 0.643 5.417 -3.785 -0.8727 1.2921 -4.6917 0.169
H -2.675 -4.212 -1.908 1.0469 -0.4271 0.6091 0.120
H 2.276 5.147 1.577 -0.3084 0.2307 -0.4875 0.117
C 1.080 -5.972 1.097 -1.8611 1.8931 -0.5576 -0.113
C -5.156 2.263 -0.667 -0.2771 -0.2917 1.2958 -0.088
H 2.407 -2.288 0.269 -0.4917 -0.3162 0.0835 0.060
H 5.479 -1.589 2.564 0.5331 -0.3987 -0.2859 0.106
H -5.668 3.102 -1.139 0.6489 0.4517 0.1618 0.078
O 0.617 1.989 5.220 -0.9595 -1.3099 -1.3920 -0.032
H 0.302 4.818 -4.523 0.2878 0.8158 -0.3802 0.115
H -5.763 1.433 -1.027 0.3054 -0.4607 0.0805 0.070
N 5.154 -2.058 1.730 0.5568 0.4006 1.6758 0.152
O -3.727 2.130 -2.456 0.8123 0.7242 -1.5722 -0.111
C 3.793 -2.046 1.656 1.7644 1.2965 2.2287 -0.723
H -2.149 0.854 4.245 0.5788 -0.5877 -0.2606 0.108
H 1.904 -2.098 -1.945 -0.2344 0.1683 -0.2522 0.062
H -0.049 3.279 -1.595 0.1133 0.5111 0.1471 0.104
H 2.347 3.873 3.195 -0.2564 0.4011 -0.7008 0.116
H -1.700 2.380 4.528 0.5640 0.1649 -0.0407 0.115
H 0.517 -6.778 0.627 -0.0119 -0.0856 0.2111 0.070
H -0.394 -0.729 3.898 0.3689 0.1799 -0.0439 0.111
H -1.265 -3.258 -1.362 -0.1336 -0.3033 0.2628 0.113
H -5.270 2.298 0.417 -0.2740 0.1595 0.0973 0.070
N -2.062 -3.411 -1.963 2.0844 -5.7757 2.7357 0.197
H 1.109 6.304 -3.911 -0.1996 -0.4248 -0.2425 0.128
N -3.704 -2.715 -3.148 -3.1201 1.0736 -2.2555 0.175
N 1.464 4.760 1.118 1.8980 4.0466 -2.4887 0.184
N 3.373 -2.434 0.523 -2.1833 -1.9460 -4.6611 0.199
H 3.964 -2.860 -0.177 -0.0655 0.3084 0.2101 0.126
C -3.703 2.096 -1.041 -0.0978 -0.7305 -1.3332 -0.308
H 1.763 -3.827 -1.742 -0.3350 -0.1355 -0.0667 0.069
H 2.137 -3.077 -4.392 -0.1020 0.0941 0.2426 0.069
O 0.093 -4.905 1.318 -0.4026 -1.1889 0.2606 -0.165
C -0.136 1.159 4.638 2.0577 1.3125 2.1589 -0.709
H -3.228 1.136 -0.840 -0.5006 -0.2932 0.9890 0.097
H 1.676 -5.526 0.301 1.1441 -0.6685 0.4835 0.063
C 1.646 -3.020 -2.466 0.2186 -0.0366 -0.7817 -0.150
C 0.997 3.670 1.600 -0.4456 -0.1082 0.8443 -0.793
C -2.607 -2.414 -2.507 -0.3596 -0.2032 -0.1202 -0.855
O 1.174 5.505 -1.725 0.4925 1.3387 2.8995 0.019
C 0.515 4.970 -2.588 2.7727 0.0778 2.1267 -0.790
N 0.212 -0.104 4.411 0.7150 -1.3063 -0.1091 0.177
H -4.043 1.291 -2.798 0.0921 -0.0678 0.1642 0.071
O 0.503 -1.988 0.141 0.5751 -4.9198 -1.4482 0.022
H 1.684 -0.787 1.735 0.3782 0.3134 0.5272 0.055
H -2.958 2.818 -0.707 -0.5509 0.5104 0.1236 0.111
O 0.099 3.034 1.106 -1.8285 -2.1321 -1.2273 0.020
O -2.089 -1.363 -2.409 1.2643 5.8542 -0.6501 0.061
O 2.543 -3.272 -3.544 0.7997 -0.1916 -0.0807 -0.131
N -1.355 1.479 4.229 -3.0660 1.4710 -0.3370 0.162
N -0.041 3.807 -2.456 -2.6886 -3.5548 0.1205 0.199
H -4.063 -1.891 -3.608 -0.7504 -0.6729 -0.1807 0.117
H -0.664 3.472 -3.176 0.0330 -0.0963 0.2670 0.113
N -0.454 -0.015 -0.286 -2.3640 0.7128 -2.7780 0.197
H 0.657 -2.988 -2.923 -0.3119 0.1179 0.8457 0.077
C 0.438 -0.809 0.289 -3.0933 2.9213 -0.3711 -0.791
N 1.079 -0.190 1.189 3.9744 1.7663 4.2086 0.206
H 1.044 0.795 1.410 -0.2814 -0.0871 -0.3967 0.100
H 1.247 2.685 3.370 -0.3915 0.0151 -0.1750 0.062
H 0.485 -4.048 1.498 0.4779 -0.0080 -0.1792 0.036
H -0.991 -0.388 -1.056 -0.0957 -0.1161 -0.0410 0.059
N 1.539 3.442 2.769 1.3158 -2.6837 4.2960 0.175
```
Forces are in eV/Å.

## Properties
HOMO level: -9.22 eV
HOMO-LUMO gap: 9.7 eV
E_tot: -1738.168087 Eh
Net charge: 0
Energy above the lowest of the compared OMol25 structures with the same formula, charge and spin: 63.5 kcal per mole
Structure (SMILES): NC(N)=O.NC(N)=O.NC(N)=O.NC(N)=O.NC(N)=O.NC(N)=O.CCO.CO.CO